ORCA calculation (wB97M-V/def2-TZVPD) on C25H18F3NO5PRhS2 as an isolated structure at a distorted geometry.

Properties
frontier orbital gap	7.60	eV
net charge	0

Last column: natural (NBO) charge in e.
Geometry (Å):
C1 -4.34 0.07 1.66  -0.08
H1 2.93 6.14 0.68  0.22
H2 -2.78 0.04 -1.33  0.22
C2 2.63 2.47 -0.41  -0.23
C3 2.85 5.11 0.37  -0.20
H3 -0.98 4.78 -0.65  0.21
F1 -2.29 0.01 4.64  -0.31
C4 1.53 3.11 0.16  -0.38
H4 0.65 2.63 3.02  0.23
H5 -0.77 0.81 -2.24  0.24
H6 -2.78 3.36 0.54  0.23
F2 -4.25 0.89 4.35  -0.33
C5 -1.74 4.52 -2.62  -0.23
C6 1.66 4.43 0.56  -0.19
C7 -2.29 3.40 1.50  -0.22
S1 -0.39 -0.34 2.52  0.19
H7 -5.32 0.13 2.11  0.24
H8 -2.40 3.97 -4.59  0.22
C8 -2.99 3.86 2.61  -0.16
C9 -3.23 -0.06 2.47  -0.22
C10 -0.37 2.98 2.90  -0.18
Rh1 0.19 -0.11 0.35  0.78
C11 -4.20 0.10 0.28  -0.29
C12 -0.97 2.96 1.64  -0.39
H9 -5.06 0.17 -0.38  0.24
H10 -1.98 5.57 -2.74  0.22
O1 2.26 0.13 0.57  -0.92
H11 -0.60 3.46 4.97  0.22
O2 1.35 0.46 -1.58  -0.98
O3 -0.97 -3.20 1.44  -0.66
S2 2.57 0.72 -0.77  2.40
H12 4.86 5.01 -0.38  0.22
C13 -1.63 2.29 -3.51  -0.20
C14 -3.43 -0.11 3.95  0.98
N1 -1.85 -0.07 0.51  -0.44
C15 -1.07 1.84 -2.32  -0.18
C16 -1.07 3.45 4.00  -0.20
H13 -0.23 -4.01 -0.25  0.08
H14 -1.78 1.59 -4.32  0.22
C17 -2.38 3.89 3.85  -0.20
H15 -2.93 4.24 4.72  0.22
C18 -0.39 -3.12 0.38  0.65
C19 -2.94 0.03 -0.26  0.09
H16 -4.01 4.19 2.49  0.21
H17 4.66 2.62 -1.05  0.25
C20 -1.97 3.62 -3.66  -0.19
C21 -1.97 -0.14 1.86  0.10
P1 -0.04 2.21 0.29  1.17
C22 -0.86 2.72 -1.26  -0.41
C23 3.82 3.14 -0.61  -0.21
O4 3.82 0.35 -1.33  -0.91
F3 -4.02 -1.26 4.33  -0.31
O5 0.08 -2.06 -0.20  -0.76
H18 0.82 4.93 1.04  0.22
C24 3.93 4.47 -0.23  -0.18
C25 -1.17 4.07 -1.44  -0.13



ORCA calculation (wB97M-V/def2-TZVPD) on C28H47BrNOP3Ru as an isolated structure at a distorted geometry.

Properties
multiplicity	5
frontier orbital gap (alpha / beta)	6.25 / 4.78	eV
net charge	+4

Last column: Löwdin charge in e.
Geometry (Å):
H1 1.63 5.70 0.21  0.07
H2 -1.05 3.64 -3.61  0.07
H3 -1.90 -4.93 -2.21  0.09
C1 3.59 -3.80 -3.48  -0.13
H4 -1.26 -2.30 -3.37  0.09
H5 -0.81 -0.11 -1.17  0.06
H6 1.42 5.05 3.04  0.07
H7 2.86 4.98 -0.88  -0.01
O1 1.97 2.80 1.27  -0.57
C2 0.03 0.91 2.13  -0.09
H8 0.22 -1.28 -5.88  0.09
C3 -0.31 -2.11 -3.92  -0.38
C4 0.84 0.24 1.18  -0.30
C5 4.67 3.29 1.60  -0.16
H9 1.52 1.96 -3.20  0.02
C6 2.47 4.70 3.08  -0.13
H10 3.47 -4.35 -4.43  0.08
H11 5.39 4.10 1.84  0.08
P1 0.73 -3.66 -3.69  1.28
H12 -4.31 -3.42 8.78  0.16
H13 -1.25 2.97 0.47  0.08
C7 -1.43 4.50 -1.09  -0.10
H14 -1.88 5.23 -0.39  0.10
C8 -3.30 -3.26 5.51  -0.16
C9 -0.81 0.21 3.01  0.02
H15 -3.24 0.26 -1.41  0.10
C10 0.77 -1.17 1.15  -0.09
H16 1.38 -1.73 0.43  0.10
C11 -3.38 -2.93 6.89  0.12
H17 5.00 2.79 0.67  -0.01
H18 -1.42 0.75 3.74  0.14
C12 -0.63 3.46 -0.31  -0.35
H19 -0.27 -3.27 -1.45  0.08
H20 -1.50 -1.10 -5.45  0.09
H21 2.30 -2.74 -2.09  0.07
H22 -0.56 2.15 -4.46  0.08
H23 0.21 3.94 0.22  0.04
C13 -2.45 -2.54 4.63  0.09
H24 3.75 -4.55 -2.68  0.09
H25 -4.07 -4.65 4.01  0.15
H26 -0.91 -5.82 -1.02  0.09
C14 -4.91 -5.01 5.98  0.02
H27 -2.65 1.30 -0.10  0.08
H28 3.35 6.18 0.36  0.09
C15 0.14 -4.16 -1.98  -0.38
C16 -1.15 0.83 -1.63  -0.35
H29 -0.86 -2.69 -5.95  0.09
C17 -2.59 1.13 -1.19  -0.10
H30 2.57 3.91 3.86  0.08
C18 -0.19 3.06 -3.97  -0.10
H31 -1.09 0.66 -2.72  0.07
C19 -0.88 -5.30 -1.99  -0.14
H32 0.18 -1.26 -3.41  0.07
H33 -5.53 -5.85 5.65  0.16
H34 -0.77 5.07 -1.77  0.09
H35 0.32 3.67 -4.75  0.11
C20 -4.23 -3.67 7.71  0.02
H36 -3.02 2.01 -1.70  0.08
H37 -0.63 -6.05 -2.77  0.08
C21 -1.72 -1.92 3.86  0.09
C22 -0.87 -1.21 2.97  -0.18
H38 -0.10 -2.98 1.98  0.13
P2 0.18 2.07 -1.23  0.95
H39 -2.79 -2.10 7.29  0.16
H40 4.68 2.55 2.43  0.08
H41 0.05 2.01 2.19  0.09
C23 -0.63 -1.78 -5.38  -0.14
H42 2.49 -1.92 -3.66  0.09
H43 3.14 5.55 3.33  0.08
C24 2.67 5.33 0.14  -0.16
H44 -2.25 4.06 -1.69  0.07
H45 1.43 3.60 -2.57  0.02
C25 0.81 2.73 -2.85  -0.47
H46 4.51 -3.19 -3.57  0.09
C26 -0.06 -1.89 2.02  0.01
P3 2.96 4.00 1.43  0.71
C27 2.38 -2.91 -3.18  -0.38
Ru1 2.03 1.25 -0.07  0.99
Br1 3.55 2.54 -1.66  0.33
H47 1.05 -4.47 -1.42  0.09
N1 -4.99 -4.70 7.29  0.15
C28 -4.09 -4.34 5.07  0.12



ORCA calculation (wB97M-V/def2-TZVPD) on a 2-piece molecular cluster, C3H3ClNO4 overall at a distorted geometry.

Properties
frontier orbital gap	6.90	eV
net charge	-1

Last column: natural (NBO) charge in e.
Geometry (Å):
C1 1.72 -0.24 -0.51  -0.31
H1 2.67 -0.74 -0.57  0.20
H2 1.06 -0.36 -1.24  0.21
O1 -0.82 -0.13 0.41  -0.62
O2 -0.15 0.10 2.53  -0.54
O3 -3.76 -0.37 -0.29  -0.51
N1 0.11 -0.14 1.32  0.45
C2 1.30 -0.43 0.84  -0.27
H3 2.09 -0.42 1.63  0.17
O4 -3.04 0.92 -2.02  -0.53
C3 -3.40 0.26 -1.17  1.03
Cl1 2.23 1.54 -0.92  -0.28



ORCA calculation (wB97M-V/def2-TZVPD) on C42H35CrF3O5S3Te as an isolated structure at a distorted geometry.

Properties
multiplicity	4
frontier orbital gap (alpha / beta)	5.60 / 6.97	eV
net charge	+1

Last column: Löwdin charge in e.
Geometry (Å):
C1 -3.58 -1.17 4.11  -0.05
C2 6.98 0.74 -2.64  -0.19
C3 -1.61 -3.04 -0.12  -0.04
C4 1.52 1.53 7.03  -0.04
H1 0.80 -4.60 -4.60  0.13
C5 -3.06 -0.59 2.99  -0.03
H2 -4.08 -3.03 5.11  0.11
C6 7.59 1.81 -2.06  -0.42
C7 -4.00 2.39 0.45  -0.14
C8 1.37 -2.82 -1.22  -0.08
H3 2.96 -4.21 -0.93  0.12
S1 6.47 2.73 -1.15  0.93
S2 -0.59 -0.96 -1.68  0.98
H4 0.71 3.93 -1.15  0.09
C9 2.19 0.02 -3.71  -0.47
C10 -1.04 4.30 -2.36  -0.04
C11 -5.34 2.73 0.17  -0.02
H5 -5.66 3.77 0.30  0.12
H6 -1.05 3.79 1.39  0.12
H7 -0.78 1.83 -2.33  0.10
S3 0.42 1.60 1.11  1.00
C12 0.15 -3.03 -3.30  -0.06
H8 -0.08 -0.19 5.64  0.12
H9 -1.28 -3.67 -0.93  0.12
C13 0.20 3.53 -2.01  -0.25
C14 -3.07 3.37 0.89  -0.01
C15 1.59 2.43 3.34  -0.06
C16 5.59 0.66 -2.32  -0.24
H10 8.62 2.11 -2.13  0.07
C17 -2.55 -1.38 1.93  -0.11
O1 1.37 0.97 -3.57  -0.03
C18 5.17 1.68 -1.52  -0.99
H11 4.95 -0.14 -2.66  0.08
C19 2.87 -5.68 -3.23  -0.03
H12 3.26 -5.52 -4.24  0.09
F1 3.98 -0.29 -5.18  0.19
H13 2.51 3.20 5.12  0.13
Cr1 1.34 0.66 -1.58  0.51
H14 -0.77 5.33 -2.60  0.09
C20 0.13 0.52 3.64  -0.04
C21 1.84 2.45 4.71  -0.02
H15 2.55 1.22 7.22  0.09
H16 -3.25 -4.45 3.28  0.12
C22 0.39 0.55 4.99  -0.01
C23 0.96 -4.10 -3.65  -0.02
C24 -1.97 -0.79 0.75  -0.13
H17 -1.54 3.88 -3.24  0.10
H18 -0.64 -2.68 -3.96  0.12
C25 2.17 -3.89 -1.59  -0.01
H19 -7.26 2.05 -0.46  0.11
C26 2.65 -0.40 -5.12  -0.55
H20 0.90 3.50 -2.84  0.11
C27 -5.80 0.45 -0.43  -0.04
C28 -1.78 3.04 1.11  -0.08
H21 -0.52 -0.24 3.22  0.10
C29 0.73 1.47 2.82  -0.37
H22 -6.50 -0.29 -0.79  0.11
H23 1.52 -2.32 -0.27  0.13
C30 1.24 1.51 5.55  -0.24
C31 -2.63 -2.79 2.04  -0.14
H24 7.50 0.02 -3.26  0.11
C32 -3.57 1.05 0.30  -0.09
H25 -3.96 -0.55 4.91  0.11
O2 -0.16 2.15 -1.65  -0.23
O3 2.65 -0.56 -2.69  -0.04
C33 -3.65 -2.58 4.22  -0.05
F2 2.31 -1.67 -5.35  0.18
F3 2.09 0.37 -6.04  0.20
C34 -2.21 0.68 0.63  -0.12
H26 -4.20 -0.93 -0.31  0.12
H27 3.72 -5.79 -2.55  0.08
C35 -1.35 1.69 0.98  -0.31
C36 -3.19 -3.37 3.21  -0.02
C37 -2.19 -3.59 0.97  0.00
Te1 3.31 2.13 -0.66  1.11
H28 1.41 2.54 7.43  0.09
H29 -1.75 4.31 -1.53  0.07
C38 0.36 -2.41 -2.09  -0.42
H30 2.06 3.16 2.68  0.11
H31 -2.31 -4.67 1.03  0.13
H32 2.32 -6.62 -3.24  0.09
C39 -6.23 1.79 -0.26  -0.05
C40 -1.46 -1.63 -0.22  -0.23
C41 -4.51 0.09 -0.16  0.00
O4 -1.54 -0.63 -2.77  -0.42
H33 0.85 0.87 7.57  0.08
O5 0.89 0.31 0.42  -0.63
H34 -3.41 4.40 1.01  0.13
H35 -3.02 0.49 2.92  0.12
C42 1.98 -4.54 -2.81  -0.24



ORCA calculation (wB97M-V/def2-TZVPD) on C39H36F3IrN7O4P as an isolated structure at a distorted geometry.

Properties
frontier orbital gap (alpha / beta)	5.18 / 5.25	eV
net charge	0

Last column: Löwdin charge in e.
Geometry (Å):
H1 -1.11 -4.11 2.21  0.10
N1 2.00 -0.66 -1.51  0.05
C1 -3.94 -0.83 0.43  -0.11
H2 0.49 -4.97 3.79  0.10
H3 -3.68 -3.91 -0.86  0.10
C2 -1.45 2.49 1.45  -0.21
C3 -3.29 0.95 2.83  -0.35
C4 -4.77 -1.32 -0.56  -0.10
F1 -3.63 -7.08 -5.64  0.13
H4 -1.91 3.06 0.64  0.05
H5 -0.20 0.37 -3.67  0.09
C5 2.82 -0.40 2.65  -0.03
H6 -0.04 -4.67 0.90  0.10
O1 0.60 3.69 1.49  0.06
C6 -4.25 0.48 4.98  -0.08
O2 0.66 -1.38 1.74  -0.12
H7 1.67 -2.64 -2.16  0.13
N2 3.22 -1.54 -3.14  0.14
O3 0.70 1.53 0.99  -0.26
H8 1.99 0.27 2.91  0.09
C7 4.85 1.78 -3.17  -0.08
C8 1.33 -2.22 2.36  -0.46
C9 -2.18 3.53 -4.09  -0.26
C10 3.29 -2.47 3.94  -0.06
C11 -2.33 -5.06 -4.28  -0.01
N3 2.48 -1.79 2.96  -0.11
H9 3.57 -2.22 -3.80  0.17
C12 -5.31 1.34 4.70  -0.08
H10 -4.88 -5.67 -2.15  0.12
H11 -2.42 -0.37 4.26  0.10
H12 2.47 2.02 -0.72  0.10
H13 3.70 -0.10 3.21  0.09
P1 -1.97 0.72 1.53  1.13
C13 -3.49 -5.63 -3.77  -0.12
H14 -5.39 -2.18 -0.37  0.10
H15 3.01 -0.28 1.58  0.09
C14 3.09 1.60 -1.51  0.01
C15 -1.82 4.08 -1.81  -0.24
C16 -1.68 -4.07 -3.58  -0.02
H16 -4.07 0.92 -3.00  0.11
H17 -4.40 2.31 1.59  0.12
C17 -4.80 -0.70 -1.80  -0.08
H18 -1.96 -5.40 -5.24  0.12
C18 -1.56 -2.55 -1.68  -0.14
C19 3.68 -0.25 -2.97  -0.19
H19 -6.09 1.49 5.43  0.10
H20 5.61 2.39 -3.63  0.10
H21 -0.56 -2.98 0.96  0.04
H22 1.52 -5.50 2.45  0.10
H23 3.82 -3.32 3.50  0.09
C20 1.31 -4.67 3.13  -0.05
H24 2.69 -2.80 4.79  0.09
F2 -5.43 -6.08 -5.02  0.14
C21 -3.32 -4.23 -1.82  -0.02
N4 -2.76 3.73 -5.08  0.13
N5 0.90 -3.52 2.36  -0.11
H25 4.25 3.35 -1.84  0.11
H26 -6.18 2.65 3.25  0.11
F3 -4.64 -7.70 -3.85  0.14
N6 -0.57 1.29 -3.82  0.19
N7 -2.12 4.71 -0.89  0.17
C22 -0.27 -3.83 1.56  -0.04
O4 -0.21 1.79 -1.63  -0.08
C23 4.07 2.33 -2.14  -0.06
C24 0.12 2.60 1.28  -0.74
C25 -3.98 -5.22 -2.53  0.00
H27 -5.42 -1.10 -2.59  0.11
Ir1 0.03 -0.10 -0.20  1.31
C26 -0.73 2.08 -2.72  -0.52
H28 -2.71 1.88 -1.17  0.07
H29 2.19 -4.49 3.74  0.05
C27 -4.28 -6.62 -4.56  -0.59
H30 -0.79 -3.61 -3.99  0.11
C28 -1.02 -1.61 -1.12  -0.19
H31 -3.88 -1.33 1.39  0.11
H32 5.27 0.07 -4.40  0.11
C29 -2.18 -3.62 -2.36  -0.25
C30 -4.36 1.80 2.54  -0.08
H33 -1.69 2.98 2.40  0.10
C31 -5.36 1.99 3.48  -0.06
H34 -4.22 -0.03 5.93  0.10
C32 2.89 0.29 -1.94  -0.23
H35 -1.08 1.50 -4.66  0.09
H36 4.04 -1.78 4.32  0.09
C33 -1.52 3.27 -2.90  -0.22
C34 -4.05 0.44 -2.03  -0.05
C35 -3.18 0.32 0.21  -0.42
C36 -3.26 0.96 -1.02  -0.09
C37 -3.24 0.29 4.05  -0.10
C38 2.22 -1.72 -2.24  -0.14
C39 4.67 0.49 -3.60  -0.02



ORCA calculation (wB97M-V/def2-TZVPD) on one molecule with the formula C4H6N2 at a distorted geometry.

Properties
frontier orbital gap	9.89	eV
SMILES string	C#C/C(C)=N/N
net charge	0

Last column: natural (NBO) charge in e.
Geometry (Å):
H1 0.62 2.21 -0.08  0.25
C1 2.65 -0.33 -0.03  -0.24
H2 -2.12 0.60 0.07  0.35
H3 3.69 -0.64 -0.38  0.26
H4 -2.90 -1.01 0.24  0.38
N1 -2.17 -0.44 -0.23  -0.67
H5 -0.80 1.63 -0.79  0.23
N2 -0.81 -0.92 0.12  -0.17
H6 -0.65 1.78 0.87  0.23
C2 -0.23 1.45 -0.02  -0.69
C3 1.40 -0.34 -0.02  -0.02
C4 0.02 0.05 0.20  0.11



ORCA calculation (wB97M-V/def2-TZVPD) on a 2-piece molecular cluster, CH8NS overall at a distorted geometry.

Properties
frontier orbital gap	9.63	eV
net charge	+1

Last column: natural (NBO) charge in e.
Geometry (Å):
H1 -2.22 -0.27 -0.92  0.23
S1 -0.21 0.67 -0.13  -0.10
H2 1.39 -1.44 2.54  0.45
H3 0.68 1.27 -0.97  0.17
H4 2.30 -0.69 1.35  0.46
H5 -0.95 -0.23 -2.23  0.23
H6 -2.08 1.13 -1.89  0.25
H7 0.64 -0.95 1.07  0.46
H8 1.65 -2.29 1.18  0.45
N1 1.54 -1.34 1.53  -0.90
C1 -1.46 0.34 -1.45  -0.70



ORCA calculation (wB97M-V/def2-TZVPD) on C7H11N3 as an isolated structure at a distorted geometry.

Properties
frontier orbital gap (alpha / beta)	7.69 / 8.51	eV
net charge	0

Last column: natural (NBO) charge in e.
Geometry (Å):
C1 1.77 0.71 -1.41  -0.15
H1 1.16 2.46 0.50  0.22
H2 -1.42 -2.39 0.30  0.21
N1 0.46 -1.58 0.01  -0.29
H3 -1.93 1.46 0.70  0.18
N2 1.65 -1.75 0.60  0.04
C2 1.63 1.61 0.99  -0.60
C3 0.29 -0.26 -0.38  0.19
C4 -2.21 0.49 0.37  -0.58
C5 -0.46 -2.67 -0.13  -0.40
H4 2.58 1.17 -1.94  0.22
H5 -0.05 -3.53 0.39  0.23
H6 1.10 1.39 1.92  0.22
H7 2.66 1.86 1.23  0.22
H8 -2.66 0.39 -0.60  0.17
C6 1.61 0.40 0.08  -0.03
H9 0.02 0.15 -2.67  0.22
N3 2.34 -0.72 0.65  -0.21
H10 -2.38 -0.27 1.10  0.17
H11 -0.61 -2.91 -1.19  0.20
C7 0.58 0.21 -1.75  -0.22



What are the energy relative to the best compared isomer or geometry (same formula, charge and spin) values for these records? In order: 81.7; 0.0; 69.5; 89.1; 402.0; 455.2; 28.1; 529.6 kJ/mol.